Molecular formula: C3H4O3S
Method: DFT, ωB97M-V/def2-TZVPD

Structure (ORCA input):
```
! RIJCOSX wB97M-V def2-TZVPD def2/J DEFGRID3
* xyz 0 3
C 0.37 0.55 -0.47
C -0.55 0.31 0.36
C -2.02 0.05 0.12
O 2.22 -0.42 0.87
O 3.21 -1.05 -1.24
O 1.25 0.89 -1.14
S 3.02 -0.03 -0.27
H -0.19 0.22 1.44
H -2.84 0.79 0.24
H -2.31 -0.71 0.85
H -2.17 -0.60 -0.75
*
```

Properties
Energy (eV): -20148.0715
Orbital gap (spin up / spin down) (eV): 7.11 / 7.42

Molecular formula: C5H10O2
Method: DFT, ωB97M-V/def2-TZVPD

Structure (ORCA input):
```
! RIJCOSX wB97M-V def2-TZVPD def2/J DEFGRID3
* xyz 0 1
C -1.75 -0.38 -0.31
C -0.61 0.14 0.55
C 0.61 -0.80 0.74
O 0.48 -1.97 -0.04
C 1.54 0.29 0.15
C 0.33 1.21 -0.09
O 0.17 1.44 -1.47
H -2.52 0.39 -0.44
H -2.22 -1.25 0.16
H -1.38 -0.68 -1.29
H -1.00 0.48 1.52
H 0.82 -1.05 1.79
H 1.33 -2.43 -0.03
H 2.31 0.68 0.82
H 1.99 -0.02 -0.80
H 0.36 2.15 0.47
H -0.65 1.92 -1.60
*
```

Properties
Structure (SMILES): C[C@@H]1[C@H](O)C[C@@H]1O
Energy (eV): -9441.1468
Orbital gap (eV): 10.48

Molecular formula: C20H22N4O2
Method: DFT, ωB97M-V/def2-TZVPD

Structure (ORCA input):
```
! RIJCOSX wB97M-V def2-TZVPD def2/J DEFGRID3
* xyz 0 1
C 4.81 1.72 2.75
C 4.99 1.73 1.38
C 4.24 0.82 0.64
N 4.21 0.60 -0.72
C 3.35 -0.35 -0.89
N 2.80 -0.82 0.27
C 3.35 -0.06 1.28
C 3.17 -0.06 2.65
C 3.92 0.85 3.38
H 3.82 0.88 4.45
H 2.49 -0.73 3.14
C 1.74 -1.79 0.39
C 0.38 -1.08 0.46
O 0.16 -0.22 -0.63
C -0.29 -0.86 -1.81
C -0.41 0.18 -2.93
O -1.50 1.06 -2.78
C -1.30 2.13 -1.87
C -2.54 2.31 -1.00
N -2.65 1.28 -0.01
C -2.12 1.29 1.24
N -2.28 0.19 1.91
C -2.96 -0.65 1.05
C -3.39 -1.96 1.22
C -4.04 -2.56 0.17
C -4.27 -1.89 -1.04
C -3.85 -0.59 -1.23
C -3.19 0.03 -0.17
H -4.01 -0.07 -2.17
H -4.78 -2.40 -1.84
H -4.38 -3.58 0.26
H -3.21 -2.48 2.15
H -1.62 2.16 1.64
H -2.49 3.28 -0.49
H -3.43 2.29 -1.64
H -0.43 1.94 -1.23
H -1.13 3.05 -2.45
H -0.60 -0.35 -3.87
H 0.53 0.74 -3.01
H -1.26 -1.34 -1.64
H 0.43 -1.63 -2.14
H 0.34 -0.44 1.34
H -0.42 -1.83 0.53
H 1.89 -2.38 1.30
H 1.79 -2.46 -0.47
H 3.09 -0.77 -1.84
H 5.67 2.40 0.90
H 5.38 2.41 3.36
*
```

Properties
Structure (SMILES): c1ccc2c(c1)ncn2CCOCCOCCn1cnc2ccccc21
Energy (eV): -31152.6476
Orbital gap (eV): 9.17

Molecular formula: C5H11NO3
Method: DFT, ωB97M-V/def2-TZVPD

Structure (ORCA input):
```
! RIJCOSX wB97M-V def2-TZVPD def2/J DEFGRID3
* xyz 0 1
C 0.48 0.66 1.27
C 0.74 -0.17 -0.73
C 2.08 -0.86 -0.54
C -1.79 0.49 0.10
C -0.45 -0.14 0.57
N -0.53 -1.50 1.02
O -2.39 -0.27 -0.90
O -1.51 1.83 -0.42
O 0.56 1.97 1.18
H -2.35 2.28 -0.51
H -1.92 -0.16 -1.75
H -0.15 2.25 0.52
H 1.16 0.21 1.98
H -1.13 -2.01 0.37
H -1.01 -1.52 1.92
H 0.81 0.82 -1.16
H 0.11 -0.78 -1.39
H 1.97 -1.76 0.06
H 2.49 -1.15 -1.52
H 2.81 -0.20 -0.07
*
```

Properties
Energy (eV): -12991.6317
Orbital gap (spin up / spin down) (eV): 6.22 / 6.21

Molecular formula: C18H45BaN4O9
Method: DFT, ωB97M-V/def2-TZVPD

Structure (ORCA input):
```
! RIJCOSX wB97M-V def2-TZVPD def2/J DEFGRID3
* xyz 1 1
Ba 38.09 23.50 1.23
N 38.50 26.24 0.24
O 39.62 26.79 0.22
O 37.72 26.67 -0.60
O 38.30 25.29 0.97
C 37.05 21.06 -1.34
O 37.91 21.54 -0.39
C 39.29 21.13 -0.62
C 40.15 21.38 0.67
N 40.25 22.82 0.96
C 40.64 22.96 2.33
C 40.71 24.43 2.90
O 39.43 25.01 2.85
C 39.39 26.20 3.56
H 37.15 19.98 -1.44
H 37.39 21.43 -2.31
H 35.99 21.31 -1.31
H 39.64 21.71 -1.48
H 39.25 20.06 -0.80
H 41.11 20.88 0.54
H 39.56 20.84 1.41
H 41.12 23.08 0.52
H 41.59 22.43 2.45
H 40.12 22.42 3.12
H 41.46 24.95 2.31
H 41.04 24.43 3.94
H 40.08 26.92 3.12
H 39.75 26.01 4.57
H 38.34 26.50 3.52
C 35.92 26.27 2.06
O 36.88 25.19 2.34
C 36.82 24.67 3.68
C 37.99 23.78 3.98
N 38.02 22.69 3.06
C 38.97 21.70 3.52
C 38.27 20.73 4.51
O 37.03 20.15 3.97
C 36.53 18.88 4.42
H 36.06 27.08 2.78
H 34.96 25.78 2.21
H 36.06 26.70 1.07
H 35.94 24.05 3.52
H 36.67 25.29 4.57
H 37.99 23.39 4.99
H 38.91 24.35 3.81
H 37.14 22.22 3.20
H 39.89 22.17 3.88
H 39.16 21.03 2.68
H 38.06 21.23 5.46
H 38.91 19.86 4.61
H 35.73 18.61 3.72
H 36.11 19.02 5.41
H 37.35 18.17 4.43
C 36.45 20.39 2.30
O 36.49 21.68 1.65
C 35.21 22.28 1.52
C 35.30 23.21 0.26
N 36.13 24.38 0.41
C 36.40 25.03 -0.85
C 37.57 24.34 -1.53
O 38.82 24.29 -0.78
C 39.94 24.14 -1.58
H 36.18 20.47 3.35
H 37.31 19.72 2.31
H 35.63 19.83 1.86
H 34.94 22.81 2.43
H 34.45 21.53 1.31
H 34.35 23.72 0.13
H 35.44 22.56 -0.60
H 35.37 24.95 0.76
H 36.67 26.06 -0.60
H 35.53 25.16 -1.49
H 37.68 24.83 -2.50
H 37.38 23.33 -1.87
H 40.84 23.98 -0.99
H 39.96 24.98 -2.27
H 39.91 23.31 -2.29
*
```

Properties
Energy (eV): -44433.8624
Orbital gap (eV): 7.34

Molecular formula: C25H25BBeN8O2
Method: DFT, ωB97M-V/def2-TZVPD

Structure (ORCA input):
```
! RIJCOSX wB97M-V def2-TZVPD def2/J DEFGRID3
* xyz 0 1
H -2.49 -1.78 1.59
N -2.24 -1.81 -0.53
B -2.48 -2.33 -3.00
N -3.07 -2.21 -1.57
C -4.16 -2.81 -1.05
Be -0.72 -1.13 -0.91
H -4.90 -3.25 -1.70
C -4.09 -2.71 0.34
H -4.82 -3.05 1.04
C -2.88 -2.05 0.63
H -3.28 -2.67 -3.82
C 2.82 -1.86 -0.26
H 3.21 -1.48 0.69
H 3.11 -1.17 -1.05
H 3.28 -2.83 -0.45
N -1.35 -3.38 -2.72
N -1.62 -1.11 -3.41
N -0.37 -3.07 -1.78
N -0.78 -0.52 -2.48
C -1.22 -4.64 -3.16
C -1.30 -0.67 -4.64
H -1.92 -5.05 -3.87
H -1.77 -1.09 -5.51
C -0.10 -5.18 -2.54
C -0.32 0.31 -4.50
C 0.41 -4.17 -1.71
C -0.05 0.40 -3.14
H 0.29 -6.17 -2.67
H 0.14 0.87 -5.28
H 1.29 -4.20 -1.07
H 0.64 1.05 -2.61
H 1.73 -1.94 -0.22
O -2.79 0.87 0.65
C -1.57 0.94 0.81
N -0.95 1.83 1.69
C 0.47 1.91 1.48
C 0.61 0.94 0.29
O 1.62 0.86 -0.42
N -0.54 0.22 0.15
C 0.82 3.38 1.22
C 1.46 3.81 0.06
C 1.75 5.16 -0.13
C 1.38 6.11 0.83
C 0.73 5.69 2.00
C 0.48 4.33 2.20
C 1.22 1.30 2.66
C 2.32 1.93 3.26
C 2.88 1.37 4.42
C 2.37 0.18 4.95
C 1.34 -0.49 4.28
C 0.78 0.07 3.13
H -1.53 2.53 2.16
H 1.75 3.06 -0.68
H 2.27 5.46 -1.05
H 1.61 7.17 0.68
H 0.43 6.41 2.77
H 0.00 4.01 3.14
H 2.73 2.84 2.82
H 3.71 1.89 4.91
H 2.77 -0.22 5.88
H 0.96 -1.44 4.63
H -0.03 -0.43 2.59
*
```

Properties
Energy (eV): -43430.3036
Orbital gap (eV): 9.70

Molecular formula: C16H39GeIN4PdSe
Method: DFT, ωB97M-V/def2-TZVPD

Structure (ORCA input):
```
! RIJCOSX wB97M-V def2-TZVPD def2/J DEFGRID3
* xyz 2 1
Pd -0.07 -0.19 0.56
N 4.35 -3.71 -0.94
C 3.27 -2.89 -0.26
C 3.90 -1.65 0.37
C 2.84 -0.83 1.12
N 1.92 -0.19 0.15
C 2.12 -1.71 2.14
C 1.49 -2.96 1.53
N 0.34 -2.58 0.69
C 2.54 -3.77 0.76
H 4.89 -3.14 -1.60
H 3.95 -4.50 -1.45
H 5.00 -4.09 -0.24
H 2.60 -2.61 -1.08
H 4.39 -1.04 -0.39
H 4.67 -1.96 1.09
H 3.34 -0.03 1.66
H 1.83 -0.70 -0.73
H 2.24 0.74 -0.11
H 1.35 -1.13 2.64
H 2.84 -2.01 2.91
H 1.13 -3.58 2.35
H -0.47 -3.17 0.86
H 0.53 -2.64 -0.31
H 2.06 -4.61 0.25
H 3.27 -4.18 1.47
C -4.42 -2.39 -0.25
C -4.47 -0.93 0.21
C -5.37 -0.76 1.44
C -4.92 -0.01 -0.94
C -3.11 -0.54 0.57
N -2.05 -0.20 0.85
H -5.43 -2.70 -0.51
H -4.06 -3.05 0.55
H -3.79 -2.51 -1.13
H -6.39 -1.03 1.16
H -5.38 0.27 1.79
H -5.05 -1.41 2.26
H -5.90 -0.34 -1.28
H -4.23 -0.06 -1.78
H -5.00 1.02 -0.61
I -0.27 -0.71 -2.15
C 0.87 5.64 -0.83
Ge 0.53 3.86 -1.55
C 2.17 2.76 -1.52
C -0.25 3.84 -3.33
C -0.77 2.95 -0.32
Se 0.13 2.20 1.22
C -1.20 2.53 2.61
H 1.59 6.17 -1.45
H 1.28 5.58 0.18
H -0.05 6.22 -0.80
H 2.90 3.15 -2.23
H 1.93 1.74 -1.81
H 2.64 2.78 -0.53
H 0.43 4.29 -4.05
H -1.19 4.39 -3.36
H -0.45 2.81 -3.65
H -1.29 2.14 -0.84
H -1.51 3.65 0.07
H -1.40 3.60 2.61
H -0.76 2.23 3.56
H -2.10 1.96 2.40
*
```

Properties
Energy (eV): -156615.8757
Orbital gap (spin up / spin down) (eV): 6.90 / 6.90

Molecular formula: C15H47NO12
Method: DFT, ωB97M-V/def2-TZVPD

Structure (ORCA input):
```
! RIJCOSX wB97M-V def2-TZVPD def2/J DEFGRID3
* xyz 0 1
C 12.81 56.17 39.98
O 14.15 55.82 40.31
C 14.45 55.80 41.73
C 16.02 55.95 41.82
N 16.40 56.24 43.16
H 15.64 57.05 43.50
H 16.30 55.49 43.87
C 17.86 56.58 43.44
C 18.36 57.83 42.82
O 19.76 57.96 43.16
C 20.37 59.22 42.70
H 12.74 56.18 38.98
H 12.57 57.14 40.15
H 12.01 55.60 40.25
H 14.03 55.13 42.26
H 13.96 56.70 42.20
H 16.37 56.63 41.07
H 16.57 55.21 41.56
H 18.51 55.84 43.13
H 17.80 56.74 44.46
H 17.84 58.60 43.12
H 17.97 57.54 41.80
H 21.35 59.39 43.08
H 19.80 59.91 42.72
H 20.29 59.08 41.70
C 14.18 57.74 45.03
O 14.18 56.35 44.84
O 13.42 58.39 45.81
O 15.14 58.41 44.58
H 12.76 57.79 46.31
C 10.61 53.00 45.12
C 11.62 54.08 45.51
O 12.00 54.82 44.49
H 9.56 53.20 44.95
H 10.35 52.29 45.77
H 10.95 52.50 44.17
H 12.51 53.68 45.88
H 11.26 54.80 46.44
H 12.83 55.31 44.89
C 16.13 61.88 44.05
O 15.85 60.63 43.31
H 15.21 62.26 44.50
H 16.40 62.64 43.31
H 17.07 61.81 44.69
H 15.76 59.90 43.98
C 12.54 59.32 42.56
O 13.47 59.52 41.47
H 11.66 59.84 42.01
H 12.92 59.70 43.50
H 12.38 58.29 42.78
H 14.32 59.83 41.93
C 16.26 55.78 47.61
O 14.82 55.63 47.27
H 16.80 56.48 47.03
H 16.76 54.90 47.34
H 16.59 55.98 48.61
H 14.69 55.80 46.32
C 11.81 58.23 48.86
O 11.35 57.39 47.68
H 11.47 57.78 49.84
H 11.70 59.22 48.71
H 12.82 58.08 49.02
H 10.32 57.44 47.69
C 14.78 61.26 48.08
O 15.16 60.33 47.08
H 14.90 60.66 49.02
H 13.56 61.45 48.04
H 15.57 61.97 48.10
H 14.55 59.77 46.93
C 10.72 60.38 46.03
O 10.30 61.65 45.57
H 10.52 60.42 47.16
H 11.79 60.22 45.86
H 10.04 59.73 45.47
H 10.64 62.06 46.30
*
```

Properties
Energy (eV): -42364.6167
Orbital gap (eV): 9.13

Molecular formula: C4H7NO
Method: DFT, ωB97M-V/def2-TZVPD

Structure (ORCA input):
```
! RIJCOSX wB97M-V def2-TZVPD def2/J DEFGRID3
* xyz 0 1
C -1.37 -0.79 0.36
C -0.33 -0.03 -0.48
C 0.31 1.23 0.06
O 1.56 0.76 0.65
C 1.77 -0.40 -0.04
N 0.83 -0.89 -0.74
H -1.67 -1.68 -0.20
H -2.27 -0.17 0.51
H -1.01 -1.12 1.34
H -0.83 0.30 -1.40
H -0.37 1.83 0.68
H 0.63 1.84 -0.79
H 2.75 -0.88 0.04
*
```

Properties
Structure (SMILES): C[C@H]1COC=N1
Energy (eV): -7798.3932
Orbital gap (eV): 10.76

Molecular formula: C24H54O8S
Method: DFT, ωB97M-V/def2-TZVPD

Structure (ORCA input):
```
! RIJCOSX wB97M-V def2-TZVPD def2/J DEFGRID3
* xyz 0 1
C -0.75 0.77 1.25
C -0.66 -0.75 1.04
C 0.61 -1.35 1.64
C 1.91 -0.78 1.08
C 2.04 -0.81 -0.46
C 2.79 -2.04 -1.01
C 2.42 -3.36 -0.33
O 2.59 -4.47 -1.27
S 1.10 -5.09 -1.62
O 1.01 -6.38 -1.06
O 1.25 -5.37 -3.24
C 1.52 -4.17 -3.98
C 0.38 -3.17 -3.96
O 0.83 -1.88 -4.35
C -0.07 -0.87 -4.18
O 0.31 0.14 -3.74
C -1.52 -1.00 -4.61
C -2.43 -1.75 -3.62
H -1.81 1.01 1.35
H -0.27 1.09 2.18
H -0.38 1.31 0.38
H -1.49 -1.16 1.61
H -0.84 -1.02 0.00
H 0.55 -2.44 1.61
H 0.59 -1.10 2.71
H 2.00 0.26 1.38
H 2.75 -1.33 1.51
H 1.10 -0.66 -0.97
H 2.66 0.04 -0.74
H 3.85 -1.83 -0.92
H 2.58 -2.15 -2.08
H 1.36 -3.32 -0.08
H 3.01 -3.54 0.55
H 1.70 -4.45 -5.01
H 2.46 -3.75 -3.62
H -0.37 -3.51 -4.68
H -0.13 -3.11 -3.00
H -1.92 0.00 -4.68
H -1.55 -1.43 -5.62
H -2.34 -1.31 -2.63
H -2.17 -2.80 -3.52
H -3.44 -1.66 -4.00
C -0.79 -4.11 6.12
C 0.12 -2.92 5.96
O -0.56 -1.70 5.70
C -1.45 -1.26 6.72
C -0.77 -0.99 8.05
H -1.48 -4.19 5.28
H -0.21 -5.03 6.19
H -1.40 -4.03 7.03
H 0.77 -3.08 5.09
H 0.79 -2.81 6.82
H -2.27 -1.98 6.84
H -1.89 -0.34 6.34
H -0.39 -1.90 8.50
H -1.48 -0.54 8.75
H 0.07 -0.31 7.91
C 1.32 4.15 5.40
C 2.02 3.08 4.59
O 1.62 3.03 3.24
C 1.86 4.19 2.47
C 3.33 4.56 2.36
H 0.24 4.06 5.30
H 1.58 4.07 6.46
H 1.60 5.16 5.07
H 1.78 2.10 5.01
H 3.11 3.19 4.67
H 1.27 5.03 2.85
H 1.47 3.97 1.47
H 3.74 4.87 3.32
H 3.46 5.39 1.66
H 3.91 3.71 2.01
C -4.09 4.91 -6.87
C -3.60 4.24 -5.60
O -3.50 2.83 -5.70
C -2.61 2.33 -6.68
C -1.17 2.74 -6.46
H -5.03 4.46 -7.20
H -4.26 5.97 -6.70
H -3.37 4.81 -7.69
H -4.30 4.43 -4.80
H -2.64 4.66 -5.29
H -2.95 2.61 -7.69
H -2.68 1.24 -6.63
H -1.03 3.82 -6.58
H -0.51 2.23 -7.16
H -0.85 2.49 -5.44
*
```

Properties
Energy (eV): -52976.1727
Orbital gap (eV): 10.41

Molecular formula: C4H8InO4
Method: DFT, ωB97M-V/def2-TZVPD

Structure (ORCA input):
```
! RIJCOSX wB97M-V def2-TZVPD def2/J DEFGRID3
* xyz -1 1
In -15.59 5.79 23.15
O -14.53 6.82 20.77
C -13.31 7.35 20.88
C -12.44 7.06 22.17
O -12.94 6.65 23.32
H -13.46 8.46 20.98
H -12.61 7.26 20.03
H -11.63 7.82 22.22
H -11.79 6.21 21.80
O -14.64 6.34 25.77
C -14.97 6.36 27.01
C -13.81 6.71 28.12
O -12.78 5.95 28.10
H -15.43 5.44 27.40
H -15.73 7.16 27.15
H -14.29 6.81 29.12
H -13.51 7.73 27.80
*
```

Properties
Energy (eV): -17634.3647
Orbital gap (eV): 2.99